Below is a molecular structure, C31H80CdN5O12 in a non-equilibrium geometry, with properties calculated with ωB97M-V with the def2-TZVPD basis set.

```
129
Properties=species:S:1:pos:R:3:mulliken_charge:R:1
Cd 0.69 2.98 3.34 0.78
C -0.36 1.46 0.39 -0.60
O 0.19 2.33 1.38 -0.22
H 0.43 1.12 -0.27 0.11
H -0.92 0.64 0.84 0.20
H -0.97 2.06 -0.28 0.09
C 6.20 2.25 0.33 -1.02
O 4.99 2.18 1.09 0.05
C 5.03 2.74 2.40 -0.75
C 3.60 2.53 3.01 -0.91
N 2.55 3.40 2.33 0.64
C 2.74 4.81 2.60 -0.60
C 1.57 5.70 2.24 -0.65
O 0.37 5.05 2.65 -0.32
C -0.79 5.35 1.92 -0.85
H 7.01 1.59 0.64 0.35
H 6.48 3.29 0.13 0.39
H 6.09 2.02 -0.73 0.28
H 5.40 3.76 2.48 0.46
H 5.73 2.22 3.05 0.44
H 3.55 2.71 4.09 0.52
H 3.29 1.49 3.03 0.36
H 2.57 3.23 1.34 -0.54
H 3.61 5.31 2.16 0.33
H 2.91 5.05 3.65 0.45
H 1.52 5.87 1.17 0.47
H 1.51 6.68 2.71 0.44
H -1.69 5.47 2.53 0.31
H -1.01 4.79 1.01 0.29
H -0.70 6.39 1.61 0.37
C 3.19 -0.81 0.17 -0.47
O 3.90 -2.02 0.13 -0.49
C 3.70 -2.84 -1.06 -0.69
C 4.71 -4.01 -1.29 -0.69
N 5.93 -3.47 -1.94 -0.39
C 6.71 -2.56 -1.08 -0.13
C 7.58 -1.72 -1.88 -0.83
O 8.77 -2.33 -2.27 -0.41
C 9.27 -1.73 -3.50 -0.76
H 2.12 -0.91 0.40 0.30
H 3.33 -0.30 -0.78 0.39
H 3.75 -0.38 1.00 0.07
H 3.64 -2.14 -1.90 0.37
H 2.67 -3.18 -1.14 0.51
H 4.24 -4.78 -1.90 0.44
H 5.05 -4.44 -0.35 0.31
H 6.53 -4.18 -2.33 0.25
H 7.38 -2.99 -0.34 0.26
H 6.00 -1.88 -0.60 0.29
H 8.01 -0.83 -1.41 0.33
H 7.02 -1.30 -2.72 0.43
H 8.81 -2.26 -4.34 0.30
H 10.33 -1.87 -3.67 0.28
H 9.14 -0.65 -3.61 0.31
C -1.61 -3.10 0.39 -0.65
O -1.60 -3.57 1.72 -0.37
C -1.80 -2.61 2.68 -0.16
C -1.35 -2.92 4.14 -0.93
N -2.16 -3.99 4.59 -0.25
C -1.78 -4.52 5.81 -0.88
C -1.00 -5.87 5.71 -0.53
O 0.29 -5.69 5.15 -0.38
C 0.43 -5.94 3.82 -0.21
H -2.65 -2.96 0.11 0.37
H -1.27 -3.93 -0.22 0.31
H -0.99 -2.21 0.30 0.18
H -2.86 -2.34 2.74 0.37
H -1.22 -1.72 2.48 0.09
H -1.46 -2.03 4.76 0.40
H -0.29 -3.18 4.16 0.37
H -2.38 -4.56 3.79 0.29
H -2.70 -4.65 6.38 0.41
H -1.23 -3.83 6.44 0.36
H -1.65 -6.56 5.19 0.34
H -0.84 -6.31 6.70 0.40
H -0.10 -5.07 3.42 -0.07
H 0.01 -6.85 3.40 0.30
H 1.47 -5.83 3.53 0.24
C -0.99 1.44 -3.45 -0.64
O -2.27 1.17 -3.99 -0.46
C -3.15 0.58 -3.07 0.14
C -2.91 -0.90 -2.72 -0.59
N -2.80 -1.67 -3.92 -0.24
C -2.54 -3.12 -3.77 -0.65
C -2.35 -3.96 -5.06 -0.53
O -3.63 -4.21 -5.62 -0.31
C -3.61 -4.98 -6.81 -0.73
H -0.30 1.71 -4.24 0.31
H -0.61 0.60 -2.87 0.22
H -1.14 2.30 -2.80 0.26
H -4.14 0.80 -3.45 0.20
H -2.94 1.22 -2.21 0.06
H -3.80 -1.24 -2.20 0.53
H -2.09 -1.08 -2.02 -0.04
H -2.06 -1.24 -4.46 0.24
H -3.24 -3.50 -3.03 0.39
H -1.54 -3.23 -3.35 0.33
H -1.87 -4.85 -4.65 0.31
H -1.68 -3.43 -5.73 0.35
H -2.68 -4.82 -7.36 0.31
H -4.47 -4.83 -7.46 0.25
H -3.62 -6.04 -6.56 0.28
C -5.26 5.04 2.49 -0.71
O -4.80 3.80 2.77 -0.45
C -3.96 3.17 1.79 0.09
C -4.64 2.97 0.45 -0.06
N -5.89 2.08 0.55 -0.41
C -6.44 1.90 -0.76 0.21
C -7.22 3.12 -1.21 -0.88
O -6.54 4.40 -1.62 -0.33
C -5.87 4.20 -2.90 -0.63
H -6.11 5.28 3.14 0.26
H -5.47 5.30 1.46 0.29
H -4.48 5.71 2.87 0.29
H -3.50 2.27 2.21 0.38
H -3.12 3.84 1.62 -0.17
H -3.77 2.50 -0.01 -0.14
H -4.91 3.91 -0.02 0.34
H -6.53 2.72 1.00 0.26
H -6.98 0.96 -0.85 0.42
H -5.66 1.79 -1.52 -0.32
H -7.89 3.44 -0.41 0.43
H -7.71 2.74 -2.11 0.35
H -5.13 3.41 -3.04 0.14
H -5.29 5.10 -3.10 0.31
H -6.54 4.02 -3.74 0.38
O 3.22 2.91 -1.00 -0.58
H 3.51 3.70 -0.54 0.32
H 2.80 2.38 -0.32 0.34
```

Charge = +1
LUMO level = -0.2091 Eh
Frontier orbital gap = 4.00 eV
Energy relative to the best compared isomer or geometry (same formula, charge and spin) = 150.66 kcal per mole

---

Below is a molecular structure, C27H32Cl2N6O5SV, with properties calculated with ωB97M-V with the def2-TZVPD basis set.

```
74
Properties=species:S:1:pos:R:3:mulliken_charge:R:1
V 0.72 0.12 0.54 0.38
C -3.40 2.32 5.45 -1.50
C -2.03 2.04 4.87 1.01
C -1.34 0.88 5.20 -0.94
C -0.12 0.58 4.60 -0.31
C 0.41 1.46 3.68 -0.03
C -0.25 2.64 3.36 -0.16
C -1.47 2.92 3.95 -0.38
S 1.88 1.07 2.78 1.46
O 1.77 1.89 1.56 -0.68
O 3.02 1.31 3.64 -0.87
N 1.66 -0.42 2.37 -0.07
C 2.82 -1.29 2.13 -0.90
C 3.42 -1.13 0.72 0.65
O 4.37 -1.84 0.38 -0.81
O 2.83 -0.25 -0.01 -0.71
H -3.81 1.42 5.92 0.33
H -4.08 2.63 4.66 0.30
H -3.37 3.11 6.20 0.35
H -1.79 0.18 5.89 0.24
H 0.38 -0.36 4.80 0.41
H 0.15 3.28 2.58 0.35
H -2.02 3.80 3.65 0.25
H 2.46 -2.32 2.21 0.19
H 3.60 -1.14 2.87 0.46
C -0.20 -0.54 -5.67 -0.99
C 0.19 0.81 -5.09 -0.88
N 0.94 0.74 -3.85 0.44
C 2.40 0.77 -3.93 -1.08
C 3.04 -0.58 -4.23 -0.84
C 0.32 0.66 -2.63 1.05
C -1.18 0.74 -2.57 -1.42
N 0.94 0.51 -1.52 -0.01
H -0.69 -0.42 -6.64 0.39
H -0.89 -1.08 -5.01 0.26
H 0.68 -1.18 -5.81 0.26
H -0.69 1.43 -4.94 0.41
H 0.82 1.35 -5.81 0.37
H 2.79 1.16 -2.99 0.54
H 2.66 1.51 -4.70 0.44
H 2.70 -1.34 -3.52 0.14
H 4.12 -0.50 -4.13 0.40
H 2.81 -0.92 -5.23 0.34
H -1.67 0.18 -3.37 0.41
H -1.50 1.79 -2.64 0.29
H -1.50 0.36 -1.60 0.06
H 1.95 0.42 -1.54 0.16
N 2.98 -3.92 -2.17 -0.34
C 1.95 -4.71 -1.59 0.25
O 1.91 -5.92 -1.86 -0.80
C 1.02 -4.04 -0.73 -0.22
C 0.11 -4.74 0.16 -1.01
C -0.61 -3.97 1.06 -0.55
C -0.53 -2.59 1.10 -0.48
N 0.28 -1.92 0.18 0.64
C 1.00 -2.64 -0.66 -0.16
H 3.67 -4.55 -2.55 0.31
H 3.40 -3.26 -1.52 0.11
H 0.06 -5.82 0.14 0.41
H -1.26 -4.46 1.78 0.37
H -1.06 -1.97 1.80 0.23
H 1.63 -2.06 -1.32 0.60
Cl -3.30 -0.35 2.36 -0.24
C -3.25 1.16 1.46 0.50
C -4.39 1.91 1.44 -0.43
C -4.46 3.14 0.77 -0.70
C -3.29 3.56 0.14 -0.58
C -2.14 2.80 0.17 0.79
Cl -0.73 3.52 -0.62 -0.27
C -2.01 1.51 0.79 -1.13
N -0.94 0.78 0.80 -0.18
H -5.26 1.52 1.97 0.39
H -5.37 3.72 0.74 0.34
H -3.25 4.51 -0.38 0.39
```

Spin multiplicity = 4
Charge = -2
LUMO level (alpha / beta) = 0.1586 / 0.1584 Eh
Frontier orbital gap (alpha / beta) = 3.62 / 5.98 eV
Energy relative to the best compared isomer or geometry (same formula, charge and spin) = 3.37 kcal per mole

---

Below is a molecular structure, C12H26O5STi, with properties calculated with ωB97M-V with the def2-TZVPD basis set.

```
45
Properties=species:S:1:pos:R:3:mulliken_charge:R:1
Ti 0.10 -0.12 -0.11 0.94
C -0.97 -2.35 1.29 -0.61
C -1.07 -1.33 2.41 -0.45
O -0.36 -0.13 2.03 -0.30
C -1.01 1.11 2.39 -0.66
C -2.11 1.44 1.40 -0.48
O -1.50 1.41 0.10 -0.19
C -2.42 1.39 -1.00 -0.45
C -1.63 1.05 -2.24 -0.71
O -0.88 -0.17 -2.05 -0.33
C -1.64 -1.39 -2.23 -0.44
C -1.28 -2.39 -1.14 -0.60
O -1.44 -1.69 0.10 -0.16
H 0.06 -2.70 1.14 0.34
H -1.61 -3.20 1.54 0.43
H -2.12 -1.09 2.60 0.39
H -0.63 -1.73 3.32 0.42
H -1.41 1.04 3.40 0.42
H -0.23 1.87 2.38 0.35
H -2.91 0.70 1.43 0.34
H -2.53 2.43 1.60 0.46
H -3.20 0.65 -0.81 0.34
H -2.90 2.37 -1.12 0.48
H -2.28 0.96 -3.11 0.42
H -0.88 1.82 -2.45 0.34
H -2.71 -1.16 -2.16 0.41
H -1.43 -1.81 -3.21 0.42
H -1.95 -3.24 -1.20 0.43
H -0.24 -2.74 -1.24 0.33
C 5.64 1.22 -0.10 -1.13
C 4.57 0.19 0.21 -0.47
S 3.02 0.55 -0.61 0.36
O 2.11 -0.65 -0.22 -0.65
C 3.42 0.30 -2.34 -0.47
C 3.98 -1.08 -2.66 -1.18
H 6.54 0.97 0.45 0.38
H 5.34 2.23 0.19 0.35
H 5.91 1.23 -1.16 0.31
H 4.31 0.19 1.27 0.44
H 4.85 -0.82 -0.07 0.34
H 4.11 1.10 -2.59 0.46
H 2.49 0.50 -2.87 0.37
H 5.00 -1.20 -2.30 0.31
H 4.00 -1.21 -3.74 0.41
H 3.36 -1.87 -2.24 0.28
```

Spin multiplicity = 3
Charge = +2
LUMO level (alpha / beta) = -0.2001 / -0.2101 Eh
Frontier orbital gap (alpha / beta) = 8.23 / 10.71 eV

---

Below is a molecular structure, C26H23MoN4O5S3 in a non-equilibrium geometry, with properties calculated with ωB97M-V with the def2-TZVPD basis set.

```
62
Properties=species:S:1:pos:R:3:nbo_charge:R:1
Mo 0.01 -0.63 0.34 0.98
S 0.57 -0.70 2.76 -0.01
C 2.12 -0.67 2.03 -0.09
N 2.10 -0.70 0.71 -0.54
C 3.37 -0.68 0.17 0.19
C 3.70 -0.72 -1.19 -0.25
C 5.03 -0.67 -1.55 -0.19
C 6.04 -0.58 -0.59 -0.22
C 5.73 -0.55 0.76 -0.21
C 4.39 -0.61 1.13 -0.23
S 3.70 -0.58 2.74 0.44
H 2.91 -0.77 -1.93 0.22
H 5.30 -0.69 -2.60 0.22
H 7.07 -0.54 -0.90 0.23
H 6.51 -0.49 1.51 0.23
O -0.04 -0.40 -2.14 -0.90
H -0.92 -0.20 -2.51 0.50
H 0.25 -1.23 -2.52 0.50
N -2.26 -0.58 0.41 -0.81
C -2.75 0.78 0.39 0.08
C -3.68 1.16 -0.57 -0.26
C -4.13 2.47 -0.61 -0.19
C -3.66 3.38 0.31 -0.29
C -2.75 3.00 1.28 -0.17
C -2.29 1.69 1.33 -0.21
S -4.26 5.10 0.31 2.42
O -5.38 5.08 -0.61 -1.01
O -3.10 5.85 -0.16 -1.02
O -4.60 5.32 1.70 -1.01
H -2.83 -1.15 -0.21 0.40
H -2.36 -0.98 1.34 0.40
H -4.05 0.43 -1.28 0.20
H -4.85 2.80 -1.35 0.25
H -2.42 3.74 2.01 0.24
H -1.57 1.38 2.08 0.21
O 0.34 1.54 0.01 -0.55
N 1.23 2.14 -0.75 0.07
C 2.45 2.43 -0.26 0.04
C 3.40 3.05 -1.03 -0.21
C 3.10 3.40 -2.34 -0.15
C 1.82 3.15 -2.81 -0.22
C 0.90 2.53 -2.00 0.06
H 2.61 2.15 0.77 0.24
H 4.37 3.25 -0.61 0.24
H 3.85 3.87 -2.97 0.24
H 1.52 3.45 -3.80 0.25
H -0.12 2.34 -2.28 0.25
C 0.22 -2.73 -0.25 -0.72
C -0.88 -3.42 0.47 -0.03
C -0.72 -3.84 1.80 -0.21
C -1.73 -4.50 2.47 -0.15
C -2.94 -4.76 1.82 -0.19
C -3.12 -4.33 0.51 -0.17
C -2.11 -3.68 -0.15 -0.19
C -3.96 -5.52 2.48 0.27
N -4.77 -6.16 2.99 -0.29
H 0.11 -2.90 -1.33 0.19
H 1.19 -3.11 0.06 0.23
H 0.22 -3.66 2.30 0.23
H -1.59 -4.83 3.49 0.23
H -4.06 -4.54 0.01 0.23
H -2.24 -3.38 -1.19 0.20
```

Spin multiplicity = 2
LUMO level (alpha / beta) = -0.0618 / -0.0536 Eh
Frontier orbital gap (alpha / beta) = 5.74 / 5.97 eV
Energy relative to the best compared isomer or geometry (same formula, charge and spin) = 25.11 kcal per mole